Entry w
8
Properties=species:S:1:pos:R:3 method="wB97M-V/def2-TZVPD" homo_energy_ev=-3.979 total_charge=-1
N -0.356 1.283 0.269
O -1.412 -0.485 0.303
O 0.105 -0.214 -1.695
O 1.585 -0.993 0.489
O -0.923 2.275 0.721
S -1.054 0.321 -0.949
H 1.058 -0.610 -0.133
H 0.998 -1.576 0.995

=====

Entry x
8
Properties=species:S:1:pos:R:3 method="wB97M-V/def2-TZVPD" smiles="O=S(=O)([O-])NO" homo_energy_ev=-4.941 total_charge=-1
O 1.782 -0.576 1.052
S 0.956 -0.136 -0.075
O 1.273 -0.803 -1.356
O 0.804 1.384 -0.083
N -0.874 -0.681 0.366
O -1.591 0.523 0.424
H -1.300 -1.051 -0.478
H -1.049 1.340 0.149

=====

Question: which arrangement is favored energetically? Ranking from most to least stable: entry x, entry w.

=====

Entry w
14
Properties=species:S:1:pos:R:3 method="wB97M-V/def2-TZVPD" homo_energy_ev=-13.003 total_charge=+1
C 0.640 -0.478 0.827
C 0.349 -0.293 -0.462
N 1.270 -0.883 -1.461
N -0.151 -0.136 1.886
H 1.365 -1.224 1.148
H -0.522 0.178 -0.893
H 1.978 -0.209 -1.775
H 1.776 -1.696 -1.100
H 0.792 -1.189 -2.313
H -1.105 0.142 1.721
H 0.089 -0.485 2.783
S -2.180 2.288 -0.709
H -1.482 2.678 0.381
H -2.819 1.304 -0.031

=====

Entry x
14
Properties=species:S:1:pos:R:3 method="wB97M-V/def2-TZVPD" homo_energy_ev=-13.836 total_charge=+1
C -0.215 -1.529 -0.439
C -0.482 -0.098 -0.288
N 0.373 0.793 -0.846
N 0.115 0.123 1.523
S -0.147 2.460 -0.837
H 0.777 -1.770 -0.290
H -0.415 -1.821 -1.420
H -0.978 -2.235 -0.034
H -1.553 0.102 -0.047
H 1.376 0.697 -0.850
H -0.180 -0.350 2.363
H 0.155 1.137 1.670
H 1.065 -0.228 1.626
H 0.110 2.718 -2.131

=====

Question: which arrangement is favored energetically? Ranking from most to least stable: entry w, entry x.

=====

Entry w
12
Properties=species:S:1:pos:R:3 method="wB97M-V/def2-TZVPD" homo_energy_ev=-9.466
C -0.109 -1.273 -1.099
C -0.640 -0.576 0.100
C 0.293 0.408 0.726
O 0.990 2.596 2.154
P -0.237 2.144 1.442
Cl 0.845 1.718 -0.702
H 0.851 -1.734 -1.142
H -0.775 -1.877 -1.543
H -0.015 -0.381 -1.731
H -1.639 -0.058 -0.279
H -0.822 -1.144 0.975
H 1.260 0.179 1.098

=====

Entry x
12
Properties=species:S:1:pos:R:3 method="wB97M-V/def2-TZVPD" homo_energy_ev=-9.560
C -1.597 0.444 0.064
C -0.394 -0.392 0.591
C 0.897 -0.084 -0.205
O 3.272 -1.326 -0.721
P 2.615 -0.557 0.339
Cl 1.296 1.689 -0.260
H -2.364 -0.014 -0.647
H -2.296 0.914 0.805
H -1.304 1.373 -0.522
H -0.283 0.072 1.526
H -0.605 -1.390 0.704
H 0.763 -0.727 -1.673

=====

Question: which arrangement is favored energetically? Ranking from most to least stable: entry w, entry x.

=====

Entry w
19
Properties=species:S:1:pos:R:3 method="wB97M-V/def2-TZVPD" homo_energy_ev=0.388 total_charge=-2
C 0.172 -0.518 -1.617
C -0.664 0.015 -0.463
C 0.145 0.492 0.724
S 1.359 1.918 0.315
N -1.612 -0.978 0.011
C -2.781 -1.386 -0.803
O -3.355 -2.511 -0.388
H -0.414 -0.957 -2.402
H 0.781 -1.312 -1.153
H 0.981 0.143 -1.940
H -1.253 0.882 -0.763
H -0.452 1.074 1.414
H 0.773 -0.311 1.107
H -1.218 -1.580 0.713
H -3.452 -0.470 -0.791
H -2.457 -1.378 -1.884
H 3.384 0.519 0.861
H 3.921 1.490 1.802
O 4.214 0.684 1.356

=====

Entry x
19
Properties=species:S:1:pos:R:3 method="wB97M-V/def2-TZVPD" homo_energy_ev=0.313 total_charge=-2
C -0.316 1.294 -1.269
C 0.175 0.062 -0.543
C 0.188 0.246 0.969
S -1.495 0.465 1.713
N 1.443 -0.474 -1.050
C 1.439 -0.860 -2.496
O 2.143 -0.017 -3.300
H -0.210 1.192 -2.352
H 0.285 2.179 -1.010
H -1.385 1.434 -1.062
H -0.541 -0.758 -0.700
H 0.630 -0.646 1.384
H 0.732 1.160 1.197
H 2.186 0.213 -0.987
H 1.910 -1.855 -2.501
H 0.383 -0.955 -2.832
H -2.092 -1.071 4.310
H -2.704 -0.398 5.535
O -2.770 -1.210 4.995

=====

Question: which arrangement is favored energetically? Ranking from most to least stable: entry x, entry w.